No. 1
122
Properties=species:S:1:pos:R:3:lowdin_charge:R:1 method="wB97M-V/def2-TZVPD" homo_ev=-9.175 smiles="CCCCCCCCCCCC[C@](O[C@H](P(O)Br)S(=O)(=O)F)([C@H](I)CC)[C@@H](OCc1ccncc1)[PH2]=N.C[N+](=O)[O-].C[N+](=O)[O-].C[N+](=O)[O-].C[N+](=O)[O-].C[N+](=O)[O-].C[N+](=O)[O-]"
C 7.20 -4.09 -0.17 -0.131
C 8.25 -3.29 -1.04 -0.239
C 8.38 -1.76 -0.61 -0.203
C 7.66 -0.85 -1.68 -0.209
C 6.09 -1.08 -1.69 -0.193
C 5.40 -0.04 -0.72 -0.195
C 5.33 -0.50 0.79 -0.177
C 3.87 -0.75 1.32 -0.202
C 3.21 0.49 2.00 -0.200
C 2.97 1.68 1.00 -0.193
C 1.77 1.40 -0.03 -0.173
C 0.50 2.09 0.65 -0.149
C -0.85 1.98 -0.11 -0.430
O -1.03 2.74 -1.30 -0.287
C -0.06 2.71 -2.30 -0.550
P 1.12 4.23 -2.38 0.624
O 1.97 4.38 -0.94 -0.413
Br 2.71 3.71 -3.93 0.310
S -0.99 2.79 -3.94 0.637
O -0.98 4.14 -4.47 -0.313
O -0.39 1.83 -4.85 -0.290
F -2.55 2.38 -3.74 -0.199
C -1.96 2.71 0.84 -0.492
I -1.59 4.88 0.49 0.970
C -1.81 2.56 2.37 -0.314
C -1.82 1.12 2.98 -0.091
C -1.26 0.45 -0.19 -0.326
O -2.64 0.18 0.16 -0.207
C -2.83 -1.16 0.62 -0.182
C -4.05 -1.73 -0.16 -0.154
C -4.55 -3.09 -0.07 -0.023
C -5.64 -3.50 -0.88 -0.162
N -6.40 -2.79 -1.77 0.057
C -5.91 -1.52 -1.79 -0.149
C -4.81 -0.94 -1.10 -0.016
P -0.95 -0.43 -1.81 0.832
N 0.57 -0.71 -2.17 -0.287
H 6.92 -3.58 0.80 0.043
H 6.26 -4.16 -0.77 0.064
H 7.51 -5.14 0.05 0.065
H 9.25 -3.77 -0.90 0.093
H 7.95 -3.31 -2.12 0.102
H 7.98 -1.62 0.42 0.091
H 9.47 -1.49 -0.56 0.100
H 8.05 -1.06 -2.71 0.105
H 7.89 0.23 -1.50 0.104
H 5.81 -2.14 -1.46 0.094
H 5.74 -0.88 -2.74 0.107
H 4.34 0.14 -1.05 0.096
H 5.98 0.92 -0.82 0.103
H 5.89 -1.46 0.95 0.077
H 5.80 0.33 1.39 0.117
H 3.22 -1.09 0.47 0.104
H 3.93 -1.56 2.09 0.091
H 3.90 0.86 2.81 0.115
H 2.23 0.28 2.50 0.103
H 2.80 2.66 1.53 0.113
H 3.90 1.85 0.39 0.098
H 2.09 1.90 -0.96 0.076
H 1.69 0.30 -0.08 0.079
H 0.81 3.13 0.90 0.085
H 0.49 1.56 1.65 0.109
H 0.57 1.79 -2.41 0.070
H 1.59 5.16 -0.49 0.034
H -2.99 2.60 0.42 0.095
H -0.89 3.07 2.75 0.094
H -2.66 3.11 2.86 0.112
H -1.74 1.18 4.10 0.091
H -2.79 0.63 2.75 0.067
H -1.02 0.43 2.62 0.064
H -0.64 -0.08 0.59 0.125
H -3.06 -1.18 1.72 0.131
H -1.96 -1.83 0.46 0.126
H -4.07 -3.81 0.63 0.114
H -5.95 -4.57 -0.78 0.109
H -6.48 -0.83 -2.47 0.112
H -4.54 0.12 -1.27 0.111
H -1.61 0.36 -2.81 0.011
H -1.62 -1.69 -1.79 0.040
H 0.70 -1.72 -2.26 -0.028
C 4.69 6.21 -0.81 0.040
N 5.80 5.79 0.09 -0.449
O 5.78 4.64 0.49 0.063
O 6.64 6.62 0.35 0.063
H 4.01 5.37 -0.97 0.054
H 4.17 7.04 -0.33 0.103
H 5.13 6.53 -1.75 0.103
C -2.04 8.00 4.00 0.044
N -0.70 7.38 3.85 -0.452
O 0.27 8.08 4.05 0.069
O -0.68 6.20 3.55 -0.014
H -1.92 9.04 4.27 0.095
H -2.55 7.91 3.04 0.096
H -2.58 7.46 4.78 0.101
C 5.10 -6.02 3.09 0.048
N 4.98 -4.55 3.26 -0.435
O 4.65 -4.14 4.36 0.075
O 5.22 -3.86 2.29 0.042
H 4.86 -6.51 4.03 0.094
H 4.41 -6.32 2.31 0.102
H 6.13 -6.23 2.80 0.100
C -9.70 -3.99 -0.91 0.038
N -10.40 -4.64 0.23 -0.448
O -11.60 -4.82 0.12 0.071
O -9.72 -4.94 1.20 0.047
H -10.42 -3.78 -1.69 0.096
H -9.25 -3.08 -0.54 0.095
H -8.94 -4.69 -1.26 0.094
C -3.49 2.52 -6.57 0.029
N -4.57 2.13 -7.51 -0.450
O -4.26 1.87 -8.65 0.068
O -5.70 2.11 -7.06 0.057
H -2.54 2.50 -7.10 0.099
H -3.71 3.53 -6.22 0.105
H -3.49 1.81 -5.76 0.082
C -10.26 -7.12 4.01 0.043
N -9.11 -7.51 4.87 -0.454
O -9.09 -8.65 5.29 0.060
O -8.27 -6.65 5.09 0.057
H -10.92 -7.98 3.90 0.094
H -10.77 -6.29 4.49 0.103
H -9.86 -6.82 3.04 0.080

No. 2
123
Properties=species:S:1:pos:R:3:lowdin_charge:R:1 method="wB97M-V/def2-TZVPD" homo_ev=-6.057 total_charge=-1
Cl 1.33 -2.18 1.10 0.554
O 0.54 -2.41 -0.08 -0.405
O 2.23 -1.16 0.68 -0.389
O 0.45 -1.72 2.13 -0.393
O 1.99 -3.37 1.44 -0.366
C 6.68 -3.80 3.35 -0.082
C 6.28 -4.87 4.47 -0.116
O 5.97 -4.18 5.61 0.115
C 5.81 -2.96 5.33 -0.554
O 5.67 -2.04 6.18 0.078
O 6.22 -2.68 4.06 0.045
H 6.09 -3.95 2.45 0.133
H 7.76 -3.79 3.19 0.125
H 7.19 -5.44 4.68 0.122
H 5.54 -5.63 4.21 0.133
C 3.11 3.93 4.63 -0.131
C 4.53 3.58 3.95 -0.150
O 5.18 4.77 3.82 0.052
C 4.28 5.79 4.10 -0.437
O 4.65 6.97 3.95 0.099
O 3.07 5.29 4.49 0.059
H 3.06 3.58 5.66 0.126
H 2.37 3.39 4.03 0.127
H 4.41 2.91 3.10 0.129
H 5.18 3.02 4.62 0.125
C -3.60 2.25 4.41 -0.087
C -3.80 3.73 4.14 -0.089
O -5.15 3.87 3.62 0.106
C -5.81 2.93 4.16 -0.604
O -7.04 2.87 4.23 0.099
O -4.99 2.02 4.78 0.045
H -2.80 2.15 5.15 0.128
H -3.23 1.57 3.64 0.134
H -3.09 4.17 3.43 0.133
H -3.78 4.35 5.04 0.135
C 0.48 -2.64 7.22 -0.065
C 1.16 -2.67 8.63 -0.081
O 0.50 -3.75 9.30 0.102
C -0.64 -3.94 8.79 -0.568
O -1.41 -4.90 9.13 0.066
O -0.78 -3.27 7.62 0.033
H 0.96 -3.24 6.45 0.129
H 0.25 -1.67 6.78 0.128
H 0.90 -1.68 9.02 0.123
H 2.25 -2.69 8.62 0.132
C -7.75 -6.34 3.13 -0.065
C -8.70 -6.15 1.98 -0.299
O -8.09 -5.26 1.09 -0.204
P -8.94 -4.12 0.31 0.597
O -9.85 -4.55 -0.88 -0.307
O -9.81 -3.36 1.51 -0.203
C -9.96 -1.96 1.52 -0.292
C -10.40 -1.31 2.89 -0.051
O -7.74 -3.09 -0.15 -0.217
C -6.30 -3.34 0.08 -0.235
C -6.00 -2.22 0.96 -0.121
H -7.25 -5.43 3.46 0.079
H -8.34 -6.62 4.00 0.077
H -6.90 -7.01 3.00 0.079
H -9.13 -7.07 1.58 0.123
H -9.67 -5.75 2.28 0.106
H -9.19 -1.38 1.02 0.110
H -10.89 -1.79 0.99 0.106
H -11.04 -0.44 2.78 0.075
H -10.84 -2.16 3.41 0.071
H -9.46 -1.07 3.39 0.064
H -5.95 -4.22 0.64 0.122
H -5.79 -3.14 -0.86 0.128
H -6.29 -1.21 0.67 0.087
H -6.41 -2.32 1.97 0.084
H -4.92 -2.24 1.10 0.089
C -2.43 -0.08 -5.40 -0.055
C -1.06 -0.65 -5.83 -0.233
O -1.17 -1.54 -6.94 -0.209
P -0.80 -1.30 -8.50 0.404
O -0.34 0.04 -8.83 -0.213
O -2.14 -1.81 -9.20 -0.202
C -3.33 -1.24 -8.78 -0.286
C -4.29 -1.15 -9.99 -0.063
O 0.24 -2.44 -8.94 -0.163
C -0.07 -3.91 -8.80 -0.230
C -0.35 -4.59 -7.48 -0.095
H -3.23 -0.41 -6.07 0.056
H -2.66 -0.51 -4.43 0.073
H -2.46 1.00 -5.36 0.074
H -0.37 0.17 -6.01 0.113
H -0.61 -1.28 -5.06 0.121
H -3.60 -1.95 -8.00 0.127
H -3.17 -0.18 -8.59 0.117
H -4.19 -1.93 -10.74 0.072
H -5.28 -1.10 -9.54 0.073
H -4.17 -0.30 -10.66 0.072
H -1.01 -4.10 -9.30 0.096
H 0.54 -4.59 -9.39 0.115
H 0.52 -4.44 -6.85 0.081
H -1.26 -4.23 -7.00 0.073
H -0.40 -5.67 -7.57 0.082
C 5.78 7.78 -3.40 -0.089
C 7.13 7.19 -3.66 -0.288
O 7.39 6.13 -2.77 -0.212
P 8.30 4.81 -2.98 0.550
O 9.15 4.71 -4.27 -0.294
O 7.21 3.56 -2.84 -0.176
C 6.41 3.44 -1.70 -0.286
C 5.32 4.45 -1.71 -0.080
O 9.18 4.74 -1.67 -0.214
C 10.06 5.71 -1.19 -0.226
C 9.17 6.32 -0.03 -0.063
H 5.62 8.19 -2.40 0.080
H 5.57 8.61 -4.07 0.082
H 5.02 7.00 -3.47 0.074
H 7.20 7.05 -4.74 0.126
H 7.82 8.02 -3.47 0.115
H 5.95 2.45 -1.70 0.128
H 7.10 3.51 -0.86 0.111
H 5.58 5.51 -1.81 0.048
H 4.60 4.26 -2.51 0.087
H 4.67 4.47 -0.83 0.080
H 11.00 5.36 -0.76 0.121
H 10.16 6.49 -1.95 0.116
H 8.86 5.57 0.69 0.080
H 9.98 6.81 0.51 0.057
H 8.49 7.12 -0.31 0.073